Entry from the OMol25 dataset: C46H59BClCsN7O2PS6 as an isolated structure at a distorted geometry (ωB97M-V with the def2-TZVPD basis set).

Summary:
Relative energy (zero: lowest compared OMol25 entry of this formula, charge and spin) = 143.3 kJ/mol
Gap between HOMO and LUMO (alpha / beta) = 6.203 / 3.912 eV
Total charge = -2

Geometry (Å):
Cs (0.405, 0.411, 0.409)
C (1.354, -3.547, -4.340)
C (1.799, -4.041, -3.008)
C (2.264, -5.309, -2.790)
C (2.613, -5.696, -1.470)
N (2.432, -4.890, -0.468)
N (1.988, -3.655, -0.665)
B (1.912, -2.900, 0.614)
N (3.061, -2.119, 0.984)
N (4.155, -2.364, 0.242)
C (5.297, -1.841, 0.560)
C (5.429, -0.936, 1.636)
C (4.316, -0.619, 2.371)
C (4.356, 0.377, 3.479)
C (3.089, -1.260, 2.067)
S (1.720, -1.015, 2.990)
C (6.502, -2.311, -0.230)
C (7.183, -1.113, -0.895)
C (6.064, -3.310, -1.301)
C (7.466, -3.005, 0.742)
N (1.172, -3.590, 1.688)
N (1.934, -4.150, 2.620)
C (1.390, -4.812, 3.596)
C (-0.018, -4.861, 3.762)
C (-0.815, -4.256, 2.823)
C (-2.296, -4.150, 2.931)
C (-0.193, -3.667, 1.687)
S (-1.014, -3.073, 0.368)
C (2.364, -5.536, 4.505)
C (3.795, -5.271, 4.035)
C (2.208, -5.035, 5.942)
C (2.091, -7.044, 4.435)
C (1.705, -3.142, -1.898)
S (1.219, -1.563, -2.040)
C (3.253, -7.029, -1.130)
C (4.514, -7.212, -1.983)
C (3.646, -7.035, 0.348)
C (2.268, -8.172, -1.390)
H (1.444, -4.318, -5.101)
H (1.940, -2.676, -4.624)
H (0.319, -3.217, -4.267)
H (2.352, -6.007, -3.611)
H (6.371, -0.461, 1.861)
H (5.384, 0.606, 3.753)
H (3.811, 0.003, 4.344)
H (3.864, 1.292, 3.149)
H (6.457, -0.580, -1.501)
H (8.003, -1.441, -1.534)
H (7.574, -0.419, -0.155)
H (5.378, -2.830, -1.991)
H (5.537, -4.142, -0.841)
H (6.930, -3.682, -1.848)
H (7.806, -2.324, 1.519)
H (8.335, -3.385, 0.206)
H (6.967, -3.839, 1.230)
H (-0.457, -5.339, 4.629)
H (-2.670, -4.694, 3.794)
H (-2.765, -4.517, 2.019)
H (-2.572, -3.099, 3.023)
H (4.007, -4.207, 4.063)
H (3.925, -5.606, 3.012)
H (4.507, -5.791, 4.672)
H (2.362, -3.960, 5.972)
H (2.942, -5.512, 6.589)
H (1.217, -5.252, 6.328)
H (2.192, -7.396, 3.411)
H (1.088, -7.279, 4.783)
H (2.806, -7.582, 5.057)
H (5.188, -6.372, -1.838)
H (4.268, -7.273, -3.040)
H (5.030, -8.128, -1.698)
H (4.335, -6.223, 0.557)
H (4.114, -7.980, 0.613)
H (2.770, -6.880, 0.968)
H (1.966, -8.196, -2.433)
H (1.379, -8.038, -0.778)
H (2.730, -9.125, -1.137)
N (-0.383, 3.358, -0.263)
C (-0.657, 4.038, -1.407)
C (-0.907, 5.415, -1.391)
C (-1.179, 6.096, -2.558)
C (-1.214, 5.425, -3.773)
C (-1.021, 4.055, -3.796)
C (-0.753, 3.350, -2.632)
P (-0.604, 1.512, -2.702)
C (-2.265, 1.198, -3.411)
C (-2.636, 0.484, -4.543)
C (-3.971, 0.229, -4.806)
C (-4.954, 0.640, -3.923)
C (-4.596, 1.317, -2.768)
C (-3.269, 1.604, -2.527)
C (0.721, 1.452, -3.963)
C (1.895, 2.052, -3.501)
C (3.058, 2.014, -4.239)
C (3.068, 1.394, -5.479)
C (1.918, 0.782, -5.943)
C (0.759, 0.791, -5.184)
H (-0.160, 3.856, 0.588)
H (0.141, 2.506, -0.379)
H (-0.881, 5.935, -0.442)
H (-1.363, 7.162, -2.526)
H (-1.408, 5.967, -4.691)
H (-1.085, 3.511, -4.732)
H (-1.900, 0.082, -5.218)
H (-4.239, -0.324, -5.698)
H (-5.992, 0.408, -4.122)
H (-5.340, 1.585, -2.031)
H (-2.993, 2.120, -1.616)
H (1.900, 2.526, -2.529)
H (3.964, 2.441, -3.831)
H (3.974, 1.367, -6.071)
H (1.920, 0.278, -6.903)
H (-0.098, 0.255, -5.554)
S (-4.232, 3.105, 2.086)
C (-3.164, 1.822, 1.881)
S (-3.556, 0.546, 0.850)
S (-1.706, 1.794, 2.727)
O (-2.348, -1.741, -2.502)
H (-2.814, -1.384, -1.739)
H (-1.442, -1.864, -2.194)
O (1.865, 2.647, 1.788)
H (1.544, 1.865, 2.256)
H (2.486, 2.273, 1.125)
Cl (3.289, 1.066, -0.324)

Atomic forces in eV per Å
Cs -0.99 -1.54 0.31
C 0.08 -0.08 -0.01
C 0.19 -0.83 -0.12
C -0.19 0.70 0.02
C 0.00 0.15 0.21
N 0.26 -0.35 0.03
N -0.16 -0.28 -1.14
B 0.12 0.40 0.13
N 0.01 0.25 0.39
N 0.52 -0.47 -0.65
C -0.24 0.25 0.26
C -0.19 0.02 0.11
C 0.12 -0.36 -0.21
C 0.05 -0.07 -0.02
C 0.64 0.10 0.12
S -0.85 0.24 0.89
C 0.07 -0.11 -0.12
C -0.13 -0.09 0.05
C 0.09 0.16 0.14
C -0.11 0.08 -0.11
N -1.00 -0.45 0.58
N 0.24 -0.25 0.04
C 0.09 0.08 -0.14
C -0.25 0.38 -0.55
C 0.29 -0.36 0.67
C -0.01 -0.09 0.05
C 0.56 0.05 -0.36
S -0.35 0.22 -0.28
C 0.23 -0.04 0.12
C -0.14 -0.02 0.10
C -0.01 -0.03 -0.16
C 0.00 0.21 0.02
C -0.16 0.20 0.67
S 0.13 0.11 -0.53
C 0.05 -0.15 0.16
C -0.19 0.05 0.09
C -0.04 -0.04 -0.19
C 0.12 0.19 0.02
H 0.02 -0.13 -0.06
H 0.00 0.12 -0.06
H -0.07 0.07 -0.05
H 0.02 -0.05 -0.07
H 0.15 0.00 -0.02
H 0.13 0.05 -0.01
H 0.03 0.06 0.02
H -0.08 0.09 0.04
H -0.09 0.15 -0.13
H 0.12 -0.06 -0.04
H 0.06 0.10 0.08
H -0.13 0.00 -0.17
H -0.06 -0.14 -0.01
H 0.13 -0.02 -0.05
H 0.07 0.09 0.07
H 0.13 -0.04 -0.07
H -0.05 -0.14 0.06
H -0.02 -0.03 0.02
H -0.03 -0.09 0.13
H -0.07 0.00 0.01
H -0.06 0.06 -0.06
H 0.09 0.17 -0.04
H 0.09 -0.02 -0.16
H 0.05 -0.13 0.18
H 0.01 0.16 0.06
H 0.08 -0.07 0.10
H -0.18 -0.01 0.13
H 0.00 -0.07 -0.12
H -0.17 -0.08 0.05
H 0.07 -0.07 0.09
H 0.13 0.09 0.00
H 0.00 -0.02 -0.20
H 0.06 -0.12 0.02
H 0.12 0.11 0.10
H 0.07 -0.19 -0.02
H -0.08 0.01 0.17
H -0.08 -0.06 -0.19
H -0.13 -0.03 0.06
H 0.02 -0.14 0.00
N 0.12 -0.13 0.41
C -0.15 0.04 -0.52
C -0.01 0.11 0.06
C 0.04 -0.02 0.09
C -0.10 0.07 -0.33
C 0.04 0.19 0.13
C -0.01 -0.01 0.06
P -0.15 0.35 -0.52
C -0.02 -0.12 0.11
C 0.18 0.11 -0.01
C -0.12 -0.03 -0.14
C -0.08 -0.06 -0.07
C -0.14 -0.02 0.02
C 0.18 0.08 -0.03
C 0.09 -0.15 0.05
C -0.11 -0.01 0.03
C 0.11 0.03 -0.03
C 0.09 -0.04 -0.09
C 0.10 -0.04 -0.19
C -0.19 -0.03 0.08
H 0.03 -0.10 -0.16
H -0.14 0.98 -0.10
H 0.02 0.05 0.05
H 0.01 0.04 0.02
H -0.03 -0.01 -0.02
H 0.01 0.01 -0.03
H 0.04 0.01 -0.02
H -0.01 -0.02 0.00
H -0.06 -0.01 0.00
H -0.03 0.10 0.03
H -0.07 0.01 0.09
H 0.12 0.00 0.10
H 0.01 0.06 0.03
H 0.04 -0.01 -0.01
H 0.01 -0.02 0.01
H -0.05 0.01 -0.02
S 0.09 -0.03 -0.07
C 0.05 -0.12 0.03
S 0.07 0.10 0.12
S -0.34 0.13 0.16
O -0.11 -0.19 -0.09
H -0.02 0.06 0.10
H 0.24 -0.03 0.08
O -0.17 0.28 0.28
H 0.25 0.21 0.43
H 0.16 0.01 -0.07
Cl 0.78 0.33 -0.45